DFT (the ωB97M-V functional and the def2-TZVPD basis) results for a 3-piece molecular cluster, C6H14N3O2P overall at a distorted geometry.

The calculation puts the HOMO energy (alpha / beta) at -14.63 / -18.94 eV. The LUMO energy (alpha / beta) comes out at -7.95 / -13.19 eV. The spin multiplicity is 3. The expectation value of S² is 2.0099. For the gap between HOMO and LUMO (alpha / beta), the calculation gives 6.7 / 5.7 eV. Its charge is +2.

```
26
C6H14N3O2P, DFT the ωB97M-V functional and the def2-TZVPD basis
C -1.12 0.36 1.11
C 1.11 1.61 1.08
C -2.53 0.47 1.33
C 1.73 2.94 1.28
C 0.94 -1.85 -3.69
C 0.40 -1.77 -2.30
N -0.71 -0.61 0.35
N -0.24 1.39 1.43
N 1.66 0.61 0.39
O 1.05 -0.85 -1.47
O -0.51 -2.41 -1.84
P 1.05 -1.06 0.08
H -3.05 -0.48 1.44
H -3.02 0.88 0.46
H -2.70 1.25 2.09
H 2.79 3.04 1.30
H 1.42 3.38 2.22
H 1.39 3.59 0.44
H 1.03 -2.92 -3.96
H 0.25 -1.59 -4.41
H 1.83 -1.23 -3.95
H -1.88 -3.53 2.43
H -1.43 -2.91 2.07
H -1.45 -1.26 0.09
H -0.64 2.16 2.04
H 2.62 0.79 0.02
```

DFT (the ωB97M-V functional and the def2-TZVPD basis) results for one molecule with the formula C7H9BF2O3 at a distorted geometry.

The calculation puts the HOMO energy at -8.24 eV. The LUMO energy comes out at 0.22 eV. The spin multiplicity is 1. Its structure (SMILES) is CO[C@@]1(F)C=CC=C(F)[C@@H]1B(O)O. The relative energy (zero: lowest compared OMol25 entry of this formula, charge and spin) comes out at 0.0 kcal per mole. For the gap between HOMO and LUMO, the calculation gives 8.5 eV.

```
22
C7H9BF2O3, DFT the ωB97M-V functional and the def2-TZVPD basis
C -0.34 -1.73 -2.49
O 0.49 -1.07 -1.52
C -0.16 -0.18 -0.73
F -0.91 0.73 -1.50
C -1.10 -0.78 0.24
C -0.67 -1.20 1.47
C 0.67 -0.91 1.93
C 1.45 -0.07 1.24
F 2.71 0.26 1.73
C 0.95 0.66 -0.03
B 0.23 2.10 0.39
O 0.71 3.25 0.01
O -0.86 1.78 1.23
H -0.16 -2.79 -2.37
H 0.18 -1.72 -3.50
H -1.30 -1.43 -2.42
H -2.18 -0.89 -0.03
H -1.35 -1.61 2.24
H 1.05 -1.49 2.77
H 1.82 0.60 -0.64
H 0.25 4.04 0.38
H -1.47 2.44 1.61
```

DFT (the ωB97M-V functional and the def2-TZVPD basis) results for C12H16ClIN2O2PRu as an isolated structure at a distorted geometry.

The calculation puts the HOMO energy (alpha / beta) at -13.24 / -16.08 eV. The LUMO energy (alpha / beta) comes out at -8.02 / -12.55 eV. The spin multiplicity is 6. The expectation value of S² is 8.7916. The relative energy (zero: lowest compared OMol25 entry of this formula, charge and spin) comes out at 53.6 kcal per mole. For the gap between HOMO and LUMO (alpha / beta), the calculation gives 5.2 / 3.5 eV. Its charge is +2.

```
36
C12H16ClIN2O2PRu, DFT the ωB97M-V functional and the def2-TZVPD basis
C -2.10 1.17 -3.46
C -1.56 0.03 -2.68
H -2.82 0.77 -4.18
H -1.29 1.71 -3.97
H -2.65 1.85 -2.79
O -1.58 -1.15 -2.99
I -2.23 2.77 0.58
Ru -1.08 0.95 -0.99
P 0.93 -0.32 -1.69
C 0.61 -2.01 -1.13
C 1.42 -0.36 -3.46
H 2.81 1.10 -1.18
H 3.28 -0.61 -1.53
H 2.59 -0.16 0.08
C 2.57 0.04 -1.00
H 1.38 0.66 -3.88
H 2.45 -0.74 -3.55
H 1.22 -2.71 -1.70
H -0.45 -2.25 -1.30
H 0.75 -1.01 -4.04
H 0.83 -2.07 -0.07
C -2.06 -0.31 -0.13
O -2.65 -1.21 0.34
Cl 0.49 2.62 -1.53
N 0.49 -0.06 7.29
C 0.31 0.00 6.13
C 0.07 0.04 4.70
C 1.05 -0.34 3.77
C 0.78 -0.23 2.40
N -0.41 0.16 1.93
C -1.35 0.52 2.81
C -1.15 0.51 4.19
H 2.03 -0.70 4.10
H 1.57 -0.45 1.67
H -2.29 0.92 2.41
H -1.94 0.86 4.85
```

DFT (the ωB97M-V functional and the def2-TZVPD basis) results for C10H30MnO10 as an isolated structure at a distorted geometry.

The calculation puts the HOMO energy (alpha / beta) at -8.22 / -8.19 eV. The LUMO energy (alpha / beta) comes out at -4.89 / -3.99 eV. The spin multiplicity is 6. The expectation value of S² is 9.2304. The relative energy (zero: lowest compared OMol25 entry of this formula, charge and spin) comes out at 151.7 kcal per mole. For the gap between HOMO and LUMO (alpha / beta), the calculation gives 3.3 / 4.2 eV.

```
51
C10H30MnO10, DFT the ωB97M-V functional and the def2-TZVPD basis
Mn 15.67 -2.85 -20.11
C 18.87 -0.95 -15.90
C 17.87 -1.35 -16.90
O 17.14 -2.36 -16.77
O 17.79 -0.76 -17.99
H 18.67 0.09 -15.62
H 19.90 -0.99 -16.26
H 18.74 -1.61 -15.04
C 14.31 -8.34 -21.04
C 14.66 -6.86 -20.81
O 13.95 -5.92 -21.23
O 15.68 -6.55 -20.18
H 13.68 -8.56 -21.90
H 13.84 -8.66 -20.11
H 15.25 -8.87 -21.15
C 11.14 -4.65 -25.34
O 10.79 -5.43 -24.22
H 12.05 -4.97 -25.84
H 10.32 -4.74 -26.05
H 11.19 -3.58 -25.10
H 11.49 -5.35 -23.57
C 15.49 -8.21 -26.38
O 14.89 -9.42 -26.72
H 16.43 -8.11 -26.91
H 14.94 -7.34 -26.75
H 15.60 -8.17 -25.29
H 15.44 -10.18 -26.52
C 11.76 -12.25 -15.67
O 12.31 -11.17 -14.95
H 10.74 -12.15 -16.06
H 12.36 -12.05 -16.56
H 11.96 -13.23 -15.25
H 11.60 -10.57 -14.68
C 18.08 -3.66 -23.69
O 18.21 -3.27 -22.39
H 18.36 -4.72 -23.75
H 17.04 -3.55 -23.99
H 18.71 -3.12 -24.39
H 19.13 -3.43 -22.17
C 20.00 -8.64 -21.38
O 19.71 -8.93 -20.02
H 20.93 -9.12 -21.70
H 19.17 -8.97 -22.00
H 20.29 -7.60 -21.54
H 18.90 -8.44 -19.82
C 9.35 -11.66 -20.66
O 9.42 -13.09 -20.82
H 10.37 -11.30 -20.50
H 8.83 -11.26 -21.53
H 8.80 -11.36 -19.77
H 10.10 -13.51 -20.28
```

DFT (the ωB97M-V functional and the def2-TZVPD basis) results for one molecule with the formula C3H5NO2 at a distorted geometry.

The calculation puts the HOMO energy at -9.67 eV. The LUMO energy comes out at 0.14 eV. The spin multiplicity is 1. Its structure (SMILES) is ON=C1COC1. The relative energy (zero: lowest compared OMol25 entry of this formula, charge and spin) comes out at 115.8 kcal per mole. For the gap between HOMO and LUMO, the calculation gives 9.8 eV.

```
11
C3H5NO2, DFT the ωB97M-V functional and the def2-TZVPD basis
O -1.45 0.36 1.89
N -0.08 0.45 1.59
C 0.05 -0.10 0.44
C 1.30 -0.42 -0.27
O 0.75 0.11 -1.48
C -0.55 0.31 -0.92
H -1.57 -0.43 1.35
H 1.54 -1.49 -0.38
H 2.15 0.12 0.13
H -0.84 1.38 -0.91
H -1.32 -0.28 -1.43
```

DFT (the ωB97M-V functional and the def2-TZVPD basis) results for a 5-piece molecular cluster, H9O4S overall.

The calculation puts the HOMO energy at -3.97 eV. The LUMO energy comes out at 3.57 eV. The spin multiplicity is 1. The relative energy (zero: lowest compared OMol25 entry of this formula, charge and spin) comes out at 15.5 kcal per mole. For the gap between HOMO and LUMO, the calculation gives 7.5 eV. Its charge is -1.

```
14
H9O4S, DFT the ωB97M-V functional and the def2-TZVPD basis
S 1.18 0.33 1.64
H 1.62 -0.87 2.05
H 1.35 -0.71 -0.39
H 2.40 -1.77 -0.78
O 1.72 -1.21 -1.16
H -0.95 1.24 0.48
H -1.84 2.04 1.41
O -1.73 1.83 0.47
H 2.24 0.97 -1.54
H 2.01 1.71 -0.25
O 2.16 1.87 -1.20
H -4.09 -1.70 0.07
H -2.67 -1.54 -0.40
O -3.40 -2.18 -0.39
```

DFT (the ωB97M-V functional and the def2-TZVPD basis) results for one molecule with the formula O2 at a distorted geometry.

The calculation puts the HOMO energy at -12.39 eV. The LUMO energy comes out at -4.84 eV. The spin multiplicity is 1. Its structure (SMILES) is O=O. The relative energy (zero: lowest compared OMol25 entry of this formula, charge and spin) comes out at 81.9 kcal per mole. For the gap between HOMO and LUMO, the calculation gives 7.5 eV.

```
2
O2, DFT the ωB97M-V functional and the def2-TZVPD basis
O 0.00 0.00 0.82
O 0.00 0.00 -0.82
```

DFT (the ωB97M-V functional and the def2-TZVPD basis) results for a 5-piece molecular cluster, C15H40O15S5 overall at a distorted geometry.

The calculation puts the HOMO energy at -10.93 eV. The LUMO energy comes out at 0.05 eV. The spin multiplicity is 1. Its structure (SMILES) is CCOS(C)(=O)=O.CCOS(C)(=O)=O.CCOS(C)(=O)=O.CCOS(C)(=O)=O.CCOS(C)(=O)=O. The relative energy (zero: lowest compared OMol25 entry of this formula, charge and spin) comes out at 3.4 kcal per mole. For the gap between HOMO and LUMO, the calculation gives 11.0 eV.

```
75
C15H40O15S5, DFT the ωB97M-V functional and the def2-TZVPD basis
C 0.39 -0.51 2.83
C -0.33 0.50 1.97
O -0.93 -0.20 0.86
S -1.16 0.60 -0.49
C 0.39 0.36 -1.28
O -2.18 -0.10 -1.19
O -1.32 1.98 -0.18
H 1.22 -0.96 2.26
H -0.28 -1.31 3.14
H 0.84 0.02 3.67
H -1.10 1.01 2.55
H 0.37 1.25 1.60
H 0.62 1.20 -1.92
H 0.36 -0.61 -1.77
H 1.15 0.29 -0.51
C 7.00 -1.51 -3.95
C 5.79 -2.23 -3.40
O 4.64 -1.41 -3.59
S 3.26 -1.89 -3.03
C 2.90 -3.33 -3.98
O 3.40 -2.27 -1.67
O 2.31 -0.88 -3.36
H 7.86 -2.19 -3.93
H 7.25 -0.60 -3.41
H 6.85 -1.24 -5.00
H 5.70 -3.22 -3.85
H 5.97 -2.45 -2.34
H 2.05 -3.82 -3.51
H 3.75 -4.01 -3.95
H 2.61 -3.04 -4.99
C -2.03 -4.03 6.64
C -2.71 -3.27 5.53
O -3.32 -2.10 6.08
S -3.81 -1.03 5.01
C -4.64 0.06 6.12
O -2.65 -0.36 4.51
O -4.75 -1.64 4.12
H -2.72 -4.30 7.44
H -1.23 -3.42 7.06
H -1.62 -4.96 6.25
H -1.96 -3.01 4.77
H -3.46 -3.85 4.98
H -5.05 -0.56 6.92
H -5.45 0.54 5.58
H -3.91 0.74 6.54
C 5.73 2.17 -7.47
C 5.75 2.60 -6.01
O 4.42 3.05 -5.69
S 4.17 3.47 -4.17
C 3.95 1.88 -3.39
O 5.36 4.08 -3.69
O 2.93 4.16 -4.17
H 5.15 1.26 -7.58
H 6.75 2.10 -7.84
H 5.28 2.97 -8.04
H 6.08 1.79 -5.35
H 6.44 3.43 -5.87
H 3.83 1.15 -4.19
H 3.05 1.95 -2.79
H 4.83 1.66 -2.79
C -3.86 1.30 2.19
C -5.34 1.07 2.13
O -6.00 2.37 2.05
S -7.36 2.54 2.84
C -8.47 1.60 1.87
O -7.24 1.92 4.13
O -7.70 3.91 2.74
H -3.48 1.85 1.33
H -3.36 0.33 2.10
H -3.63 1.81 3.12
H -5.60 0.53 1.22
H -5.68 0.55 3.02
H -8.16 0.56 1.93
H -8.50 2.00 0.86
H -9.44 1.73 2.34
```

spin multiplicity of number 1 (C6H14N3O2P)?
3

Repeat the sixth record exactly.
DFT (the ωB97M-V functional and the def2-TZVPD basis) results for a 5-piece molecular cluster, H9O4S overall.

The calculation puts the HOMO energy at -3.97 eV. The LUMO energy comes out at 3.57 eV. The spin multiplicity is 1. The relative energy (zero: lowest compared OMol25 entry of this formula, charge and spin) comes out at 15.5 kcal per mole. For the gap between HOMO and LUMO, the calculation gives 7.5 eV. Its charge is -1.

```
14
H9O4S, DFT the ωB97M-V functional and the def2-TZVPD basis
S 1.18 0.33 1.64
H 1.62 -0.87 2.05
H 1.35 -0.71 -0.39
H 2.40 -1.77 -0.78
O 1.72 -1.21 -1.16
H -0.95 1.24 0.48
H -1.84 2.04 1.41
O -1.73 1.83 0.47
H 2.24 0.97 -1.54
H 2.01 1.71 -0.25
O 2.16 1.87 -1.20
H -4.09 -1.70 0.07
H -2.67 -1.54 -0.40
O -3.40 -2.18 -0.39
```

spin multiplicity of number 8 (C15H40O15S5)?
1